1.
Molecular formula: C25H47GeIrN3O2SeSi3
Method: DFT, wB97M-V/def2-TZVPD

Values from the calculation:
Energy relative to the best compared isomer or geometry (same formula, charge and spin) = 1.347 eV
HOMO level (alpha / beta) = -0.5072 / -0.5095 Eh
Charge = +2
2S+1 = 6
Molecular weight = 849.7 g mol⁻¹
E_tot = -6746.0000 hartree

XYZ file:
```
83
Properties=species:S:1:pos:R:3:lowdin_charge:R:1
Ir -0.25 0.13 -0.46 1.301
C 1.46 -1.97 -2.21 -0.198
Si 2.54 -0.38 -2.18 0.466
C 2.25 0.42 -3.88 -0.161
C 4.38 -0.76 -1.90 -0.145
C 1.89 0.58 -0.61 -0.557
Si 2.22 2.47 -0.84 0.462
C 1.70 3.33 0.79 -0.163
C 4.07 2.83 -1.08 -0.153
C 1.31 3.18 -2.35 -0.168
Si 2.35 -0.11 1.12 0.520
C 4.01 0.50 1.81 -0.138
C 2.27 -2.01 1.29 -0.159
C 0.89 0.26 2.34 -0.306
C 1.04 0.48 3.71 -0.025
C -0.08 0.57 4.52 -0.011
C -1.34 0.44 3.94 -0.019
C -1.41 0.22 2.57 -0.132
N -0.32 0.12 1.82 -0.097
H 1.70 -2.52 -3.11 0.043
H 0.40 -1.72 -2.24 -0.022
H 1.66 -2.61 -1.36 0.004
H 2.38 -0.32 -4.66 0.045
H 2.95 1.22 -4.08 0.032
H 1.24 0.81 -3.97 0.029
H 4.75 -1.36 -2.72 0.044
H 4.54 -1.32 -0.98 0.021
H 4.98 0.14 -1.86 0.028
H 2.34 3.05 1.62 0.017
H 0.67 3.11 1.06 0.005
H 1.80 4.40 0.65 0.041
H 4.70 2.27 -0.41 0.018
H 4.26 3.88 -0.90 0.046
H 4.38 2.63 -2.10 0.031
H 0.38 2.66 -2.58 0.012
H 1.94 3.15 -3.23 0.027
H 1.07 4.22 -2.18 0.035
H 4.80 0.30 1.09 0.034
H 4.28 -0.04 2.72 0.046
H 4.02 1.56 2.04 0.032
H 2.98 -2.53 0.66 0.032
H 1.27 -2.38 1.07 -0.006
H 2.49 -2.28 2.32 0.047
H 2.03 0.59 4.13 0.117
H 0.01 0.73 5.58 0.127
H -2.23 0.50 4.53 0.121
H -2.37 0.10 2.08 0.112
O -2.14 0.40 -1.65 -0.335
N -2.72 1.54 -1.61 0.016
N -2.17 2.46 -0.95 -0.206
O -1.05 2.31 -0.31 -0.158
C -2.81 3.71 -0.87 -0.183
C -4.20 3.76 -0.85 -0.006
C -4.83 4.98 -0.70 -0.048
C -4.08 6.14 -0.60 -0.046
C -2.69 6.09 -0.64 -0.045
C -2.05 4.87 -0.77 0.006
H -4.76 2.84 -0.93 0.112
H -5.90 5.02 -0.65 0.117
H -4.58 7.09 -0.49 0.117
H -2.12 6.99 -0.56 0.117
H -0.97 4.80 -0.80 0.105
C -0.94 -4.05 2.78 -0.193
Ge -1.93 -4.92 1.29 0.855
C -3.89 -4.69 1.45 -0.209
C -1.39 -6.78 0.90 -0.188
C -1.28 -3.85 -0.37 -0.503
Se -2.15 -2.14 -0.51 1.097
C -3.15 -2.45 -2.13 -0.282
H -1.32 -4.39 3.73 0.031
H -1.05 -2.96 2.74 0.001
H 0.12 -4.30 2.73 0.023
H -4.23 -5.16 2.37 0.033
H -4.42 -5.17 0.63 0.028
H -4.18 -3.64 1.48 0.009
H -1.67 -7.40 1.74 0.033
H -0.31 -6.86 0.75 0.030
H -1.90 -7.15 0.02 0.030
H -1.45 -4.42 -1.28 0.041
H -0.21 -3.70 -0.22 0.007
H -3.86 -3.26 -1.97 0.058
H -2.47 -2.71 -2.93 0.062
H -3.69 -1.53 -2.37 0.040
```



2.
Molecular formula: C14H23N
Method: DFT, wB97M-V/def2-TZVPD

Values from the calculation:
Energy relative to the best compared isomer or geometry (same formula, charge and spin) = 0.632 eV
HOMO level = -0.2764 Eh
Molecular weight = 205.3 g mol⁻¹
E_tot = -601.9954 hartree
SMILES = CCCCN(CCCC)c1ccccc1

XYZ file:
```
38
Properties=species:S:1:pos:R:3:lowdin_charge:R:1
C -3.97 -0.94 -1.31 -0.104
C -2.56 -1.11 -0.70 -0.273
C -2.56 -1.01 0.80 -0.214
C -1.20 -1.04 1.50 -0.160
N -0.19 -0.08 0.98 -0.093
C -0.42 1.34 1.33 -0.148
C -1.12 2.16 0.22 -0.186
C -0.26 2.28 -1.02 -0.255
C 0.99 3.18 -0.89 -0.100
C 1.01 -0.54 0.45 -0.243
C 2.20 0.14 0.72 -0.054
C 3.40 -0.28 0.17 -0.088
C 3.47 -1.40 -0.67 -0.091
C 2.29 -2.12 -0.89 -0.087
C 1.08 -1.66 -0.38 -0.039
H -3.98 -1.16 -2.37 0.062
H -4.29 0.12 -1.21 0.078
H -4.72 -1.60 -0.88 0.065
H -1.91 -0.37 -1.16 0.091
H -2.14 -2.09 -0.97 0.106
H -3.03 -0.06 1.10 0.102
H -3.20 -1.81 1.24 0.126
H -0.76 -2.02 1.39 0.104
H -1.34 -0.81 2.58 0.126
H 0.52 1.83 1.62 0.098
H -1.00 1.33 2.25 0.109
H -2.04 1.66 -0.06 0.076
H -1.46 3.13 0.61 0.116
H 0.05 1.27 -1.31 0.095
H -0.91 2.67 -1.84 0.114
H 1.74 2.72 -0.25 0.051
H 1.49 3.36 -1.84 0.063
H 0.76 4.17 -0.45 0.076
H 2.25 0.93 1.45 0.099
H 4.32 0.27 0.38 0.105
H 4.39 -1.70 -1.06 0.075
H 2.23 -3.03 -1.48 0.101
H 0.21 -2.26 -0.60 0.093
```



3.
Molecular formula: C7H38O13
Method: DFT, wB97M-V/def2-TZVPD

Values from the calculation:
Energy relative to the best compared isomer or geometry (same formula, charge and spin) = 6.349 eV
HOMO level = -0.3521 Eh
Molecular weight = 330.4 g mol⁻¹
E_tot = -1267.4329 hartree

XYZ file:
```
58
Properties=species:S:1:pos:R:3:lowdin_charge:R:1
C 0.64 0.78 -1.03 -0.148
O -0.27 1.91 -0.80 -0.094
C 0.10 -0.47 -0.26 -0.185
C 1.06 -1.61 -0.47 -0.184
C 0.80 -2.86 0.36 -0.195
C -0.54 -3.37 2.20 0.041
C 0.60 -2.81 1.83 -0.376
C 1.76 -2.64 2.76 -0.035
H 0.73 0.62 -2.26 0.127
H 1.63 1.28 -0.62 0.132
H -0.07 2.66 -0.37 -0.007
H 0.13 -0.27 0.80 0.074
H -1.01 -0.52 -0.36 0.090
H 1.07 -1.91 -1.63 0.128
H 2.14 -1.23 -0.42 0.131
H 0.02 -3.33 -0.12 0.074
H 1.45 -3.69 0.18 0.121
H -1.28 -3.76 1.51 0.066
H -0.78 -3.30 3.27 0.079
H 1.61 -3.14 3.74 0.099
H 2.62 -3.08 2.33 0.071
H 1.84 -1.56 2.88 0.058
H 0.38 0.57 -3.52 -0.004
H -0.08 -0.61 -4.59 0.081
O 0.71 -0.06 -4.20 -0.125
H 2.13 0.94 2.74 0.015
H 1.59 2.14 1.77 0.047
O 1.40 1.47 2.50 -0.057
H -0.05 -0.21 3.08 -0.002
H -0.20 0.50 4.37 0.054
O -0.56 -0.30 3.92 -0.092
H -1.87 2.06 1.84 -0.015
H -1.35 3.55 2.24 0.070
O -2.00 3.00 1.69 -0.092
H -3.64 2.06 -0.51 0.017
H -3.78 1.19 -1.86 0.069
O -4.08 1.29 -0.88 -0.094
H 1.37 3.88 2.54 0.053
H 2.26 4.52 1.31 -0.011
O 1.70 3.93 1.66 -0.001
H 2.26 3.93 -1.52 0.106
H 1.97 3.11 -0.34 0.023
O 2.79 3.62 -0.69 -0.120
H -0.25 -2.25 -3.41 0.072
H -1.72 -1.94 -3.23 -0.002
O -1.02 -1.80 -3.83 -0.038
H -1.95 2.60 -2.14 0.064
H -1.43 1.32 -2.73 -0.042
O -2.12 1.90 -2.81 -0.027
H 2.12 -1.10 -3.51 -0.071
H 3.28 -0.58 -2.73 0.021
O 3.03 -1.20 -3.40 -0.032
H -2.48 0.10 0.92 -0.011
H -2.62 -0.34 2.49 0.112
O -2.11 0.14 1.77 -0.061
H -2.34 -2.20 -0.38 0.006
H -3.07 -1.10 -0.90 0.043
O -2.51 -1.83 -1.21 -0.026
```



What is the E_tot in the second record?
-601.9954 hartree



Which formula does entry 2 have?
C14H23N